No. 1
This record from the Open Molecules 2025 dataset describes a 2-piece molecular cluster, C5H16N4 overall. The level of theory is ωB97M-V with the def2-TZVPD basis set.

XYZ file:
```
25
Properties=species:S:1:pos:R:3:forces:R:3
C 0.02583 -1.14976 1.86248 0.4 0.4 -0.1
N -0.22944 -0.28470 0.71937 -0.2 2.3 -0.1
N 0.57141 -0.51367 -0.42356 0.1 0.2 0.4
C 0.20024 -1.72894 -1.12671 0.0 0.1 0.1
N 1.96458 -0.43170 -0.14002 -0.1 -0.3 0.1
C 2.68814 0.25592 -1.19146 -0.1 0.0 0.0
H 1.05661 -1.09292 2.23684 0.0 0.0 0.1
H -0.18059 -2.19478 1.61152 -0.1 0.1 -0.1
H -0.65444 -0.86093 2.66274 0.0 0.0 0.0
H -0.26926 0.86246 0.84510 0.3 -3.9 0.0
H -0.87896 -1.72918 -1.26790 0.0 0.0 0.0
H 0.67897 -1.72352 -2.10653 0.0 -0.1 0.0
H 0.48843 -2.64996 -0.59553 0.0 0.0 0.0
H 2.36915 -1.35620 0.02736 -0.2 0.1 -0.1
H 2.25794 1.25036 -1.30224 0.1 0.0 0.0
H 2.65719 -0.25174 -2.16603 0.0 0.1 0.0
H 3.72912 0.35495 -0.88214 0.0 0.0 -0.1
C -1.15516 2.41654 0.26483 -1.6 1.1 -1.1
C -2.05050 1.57779 -0.32879 1.2 -0.1 1.0
N -3.08334 0.96762 0.32758 -0.3 0.1 0.0
H -0.56676 3.06301 -0.36679 0.5 -0.3 -0.2
H -1.41616 2.88678 1.20284 0.0 -0.3 0.4
H -1.84356 1.17167 -1.30854 -0.1 0.2 -0.2
H -3.21187 -0.01267 0.13146 0.0 0.1 -0.1
H -3.14756 1.17357 1.31413 0.0 0.0 -0.1
```
Positions in Å, forces in eV/Å.

Values from the calculation:
**Gap between HOMO and LUMO**: 9.1 eV
**E_HOMO**: -8.1 eV
**SMILES**: CNN(C)NC.C=CN
**Lowest unoccupied orbital energy**: 0.96 eV
**Calculated total energy**: -11401.3854 eV
**Charge**: 0
**F_max**: 3.88 eV/A

---

No. 2
This record from the Open Molecules 2025 dataset describes a 2-piece molecular cluster, C5H16N6O overall. The level of theory is ωB97M-V with the def2-TZVPD basis set.

XYZ file:
```
28
Properties=species:S:1:pos:R:3:forces:R:3
C 1.58904 -1.36796 0.26647 -2.3 -2.0 -1.8
C -1.28734 0.77807 2.22471 1.1 -0.9 1.9
C 2.17676 -2.65243 -0.20063 2.3 -0.5 -1.6
C -1.68100 0.15764 -1.74053 -0.4 0.9 3.1
C 0.57831 1.28568 -1.74062 1.4 1.1 1.2
N -2.05444 1.58990 1.59497 1.0 3.5 2.0
N 0.38766 -1.00916 -0.15607 -0.5 -0.2 -0.2
N -0.56458 0.20287 2.98187 -0.9 0.3 -1.0
N -0.21151 0.16657 0.28366 0.5 -0.4 -0.6
N -0.53601 -0.55673 4.04034 -0.3 -0.5 1.2
N -0.55073 0.81821 -0.94618 -2.2 3.6 0.8
O 2.17541 -0.64474 1.13379 2.1 -1.5 0.1
H 2.23598 -2.78239 -1.37529 0.0 0.9 2.3
H 1.66091 -3.58580 0.05113 -0.2 0.5 0.6
H 3.23132 -2.68078 0.23053 -1.3 -0.2 -0.7
H -2.25162 0.74076 -2.45232 0.1 0.5 0.3
H -1.16644 -0.55870 -2.21792 1.3 -2.8 -2.4
H -2.25013 -0.35053 -0.93521 -0.3 0.5 -0.8
H 1.27622 1.85574 -1.03185 -1.1 -0.7 -1.2
H 1.07089 0.42297 -2.07998 0.9 -1.0 -0.8
H 0.23337 1.87642 -2.57060 -0.1 0.3 -0.3
H -2.14693 2.63306 1.85572 0.2 -2.3 -0.3
H -0.24837 -1.50625 -0.81198 1.6 -0.6 0.8
H 1.62983 0.08166 1.33619 -1.5 2.3 0.6
H 0.31581 -1.01130 4.39323 -0.4 0.8 -0.8
H -2.67261 1.25659 0.93433 -1.6 -0.9 -1.6
H -1.35409 -0.56159 4.64907 0.4 0.1 -0.2
H -0.92459 1.72052 -0.55988 0.0 -1.0 -0.5
```
Positions in Å, forces in eV/Å.

Values from the calculation:
**Gap between HOMO and LUMO**: 9.5 eV
**E_HOMO**: -16.0 eV
**Lowest unoccupied orbital energy**: -6.50 eV
**Calculated total energy**: -16410.9675 eV
**Charge**: +2
**F_max**: 4.33 eV/A

---

No. 3
This record from the Open Molecules 2025 dataset describes a 2-piece molecular cluster, C5H16NO overall. The level of theory is ωB97M-V with the def2-TZVPD basis set.

XYZ file:
```
23
Properties=species:S:1:pos:R:3:forces:R:3
C -0.13414 1.23174 -0.34041 0.1 0.7 0.0
C -1.42716 0.36452 -0.29710 0.3 0.9 1.3
C -1.10100 -1.02863 0.22225 1.5 -1.1 0.1
C -0.31501 -1.09098 1.59533 -0.5 1.3 -1.5
C -0.95763 -0.12905 2.57620 -1.3 0.0 0.4
N 0.44984 1.03990 -1.72132 0.5 -0.5 -0.6
H 0.62102 1.04054 0.41737 0.1 -0.7 -0.2
H -0.21696 2.31553 -0.23914 -0.8 -0.1 -0.1
H -2.16573 0.81867 0.36395 0.1 0.3 -0.2
H -1.80597 0.43099 -1.31209 -0.5 -0.5 -0.1
H -1.86418 -1.77522 0.43706 -1.0 0.7 -0.7
H -0.50800 -1.49282 -0.58601 0.2 -0.3 0.4
H -0.37110 -2.13097 1.89310 0.5 0.0 0.3
H 0.69769 -0.72151 1.41692 0.3 -0.7 0.3
H -0.64618 0.90100 2.40351 0.2 0.0 0.2
H -0.86462 -0.38793 3.62904 0.6 0.0 0.0
H -2.05370 -0.10117 2.45932 0.2 -0.2 -0.2
H 1.46536 1.11607 -1.87768 0.0 0.4 0.7
H 0.32431 0.06389 -1.99578 -0.3 -0.1 -0.1
H -0.01500 1.63452 -2.40918 -0.1 -0.1 0.1
H 3.30919 -1.00820 -2.02629 -0.5 0.4 -0.6
H 3.00732 -0.66103 -0.65955 -0.7 0.7 -0.4
O 2.68751 -0.41856 -1.56092 1.3 -1.2 1.1
```
Positions in Å, forces in eV/Å.

Values from the calculation:
**Gap between HOMO and LUMO**: 11.3 eV
**E_HOMO**: -14.5 eV
**Lowest unoccupied orbital energy**: -3.23 eV
**Calculated total energy**: -8975.4319 eV
**Charge**: +1
**F_max**: 2.04 eV/A

---

No. 4
This record from the Open Molecules 2025 dataset describes a 2-piece molecular cluster, C5H16NO overall. The level of theory is ωB97M-V with the def2-TZVPD basis set.

XYZ file:
```
23
Properties=species:S:1:pos:R:3:forces:R:3
C 1.10549 -0.73793 0.92851 0.2 0.3 -1.1
C 0.03087 0.34546 0.82014 -1.1 1.5 2.2
C 0.17455 1.36531 2.02754 0.8 -0.2 -0.6
C -1.38838 -0.24540 0.84016 -0.2 0.1 0.6
C -1.59421 -1.31778 -0.19800 -0.9 -0.7 -0.7
N 1.87629 -0.78387 -0.42085 -1.8 -0.7 0.5
H 1.87212 -0.63038 1.68225 0.0 0.4 0.2
H 0.64848 -1.71167 1.09077 0.1 -0.1 -0.3
H 0.10165 1.03127 -0.02802 0.5 -0.7 -0.6
H -0.69063 1.55470 2.65812 -0.2 -0.6 -0.1
H 0.45695 2.35756 1.67038 0.2 -0.1 -0.1
H 1.00696 0.98114 2.61444 -0.2 0.4 0.5
H -2.12019 0.56310 0.76549 0.2 0.1 -0.7
H -1.66180 -0.56039 1.85978 0.6 -0.5 -0.2
H -1.58685 -0.91850 -1.21828 0.3 0.1 0.1
H -2.55665 -1.83525 -0.13315 -0.1 0.4 0.3
H -0.90867 -2.16996 -0.15673 0.3 0.3 0.1
H 2.64315 -0.12166 -0.47388 0.4 -0.2 0.0
H 1.17904 -0.51361 -1.12025 0.2 0.1 -0.3
H 2.09700 -1.76090 -0.61021 0.8 0.2 -0.2
H -1.13728 0.81826 -3.41676 -0.1 -0.3 -0.4
H -0.54092 1.97393 -2.68510 0.6 -0.7 -0.8
O -0.27291 1.20029 -3.24102 -0.5 0.9 1.3
```
Positions in Å, forces in eV/Å.

Values from the calculation:
**Gap between HOMO and LUMO**: 11.5 eV
**E_HOMO**: -15.0 eV
**Lowest unoccupied orbital energy**: -3.43 eV
**Calculated total energy**: -8975.1867 eV
**Charge**: +1
**F_max**: 2.88 eV/A